62
Properties=species:S:1:pos:R:3:forces:R:3:mulliken_charge:R:1 method="wB97M-V/def2-TZVPD" de_lowest_kcal_mol=9.6 largest_force_ev_per_a=1.9 gap_ev=7.9
Cs -2.469 1.166 -2.924 0.649 -0.850 0.970 1.056
C 7.286 1.155 8.090 0.038 0.008 0.052 -0.842
O 7.552 0.939 6.718 -0.029 -0.010 -0.046 -0.462
C 6.492 0.846 5.879 0.055 0.003 -0.015 0.936
C 6.800 0.629 4.533 -0.031 0.017 0.091 -0.499
C 5.796 0.518 3.599 0.133 0.006 0.129 -0.578
C 4.455 0.620 3.982 0.114 0.003 0.068 0.207
C 4.162 0.842 5.320 -0.034 0.005 -0.019 -0.785
C 5.165 0.955 6.275 -0.026 -0.006 -0.022 -0.582
C 3.423 0.493 2.958 -0.089 0.118 -0.078 0.393
N 3.655 0.446 1.668 0.026 -0.094 -0.046 -0.759
C 2.421 0.315 1.083 -0.013 0.047 0.307 0.381
C 1.433 0.295 2.033 0.099 -0.002 -0.182 0.007
N 2.083 0.417 3.237 0.070 -0.054 0.000 -0.116
C 0.056 0.149 1.714 -0.176 -0.053 -0.049 0.702
C -0.961 0.082 2.670 -0.173 -0.030 -0.015 -0.353
C -2.260 -0.067 2.254 -0.081 0.079 0.012 -0.812
C -2.515 -0.128 0.883 0.109 -0.157 -0.161 -0.316
N -1.572 -0.093 -0.040 -0.134 0.112 0.036 -0.312
C -0.296 0.043 0.346 0.324 0.028 -0.007 -0.092
C 0.757 0.079 -0.691 0.089 -0.052 0.258 -0.294
N 0.399 -0.021 -1.984 0.057 0.115 0.050 -0.348
C 1.353 0.004 -2.894 -0.123 -0.139 -0.038 -0.267
C 2.716 0.099 -2.603 0.036 0.071 -0.018 -0.772
C 3.100 0.209 -1.291 -0.062 -0.030 -0.141 -0.354
C 2.108 0.205 -0.306 -0.109 -0.009 -0.138 0.749
H 8.255 1.191 8.579 -0.019 0.003 0.017 0.240
H 6.697 0.337 8.513 -0.001 0.009 -0.002 0.340
H 6.764 2.102 8.250 -0.003 -0.010 -0.003 0.341
H 7.842 0.552 4.258 0.012 -0.008 -0.047 0.426
H 6.045 0.351 2.561 -0.094 -0.004 -0.043 0.464
H 3.138 0.949 5.656 -0.010 -0.009 -0.026 0.229
H 4.892 1.131 7.304 0.037 0.001 0.014 0.392
H 1.668 0.414 4.150 0.006 -0.014 0.012 0.179
H -0.733 0.143 3.727 0.034 0.005 0.001 0.355
H -3.082 -0.125 2.954 0.025 0.017 0.045 0.417
H -3.533 -0.232 0.523 -0.015 0.016 0.016 0.405
H 1.033 -0.072 -3.929 -0.042 0.003 0.007 0.431
H 3.434 0.095 -3.411 0.038 0.012 0.013 0.408
H 4.137 0.297 -0.998 0.014 0.004 0.019 0.545
C -6.212 -4.608 -2.895 -0.090 -0.148 0.004 -1.289
C -5.380 -3.650 -3.694 0.025 0.028 -0.138 0.671
C -5.379 -3.640 -5.084 0.123 0.153 0.029 -0.387
C -4.591 -2.724 -5.760 0.014 0.022 0.010 -0.467
C -3.827 -1.845 -5.006 -0.062 -0.031 -0.004 0.242
Br -2.764 -0.570 -5.952 -0.075 -0.193 0.053 -0.212
N -3.799 -1.828 -3.686 0.084 0.135 -0.521 -0.269
C -4.566 -2.718 -3.063 -0.022 -0.056 0.262 -0.439
H -6.732 -5.310 -3.545 0.007 0.018 -0.012 0.358
H -6.965 -4.085 -2.306 0.014 0.031 0.019 0.296
H -5.597 -5.191 -2.208 0.014 0.028 0.027 0.322
H -5.987 -4.335 -5.649 -0.033 -0.042 0.059 0.351
H -4.567 -2.681 -6.838 -0.001 -0.001 0.001 0.362
H -4.529 -2.689 -1.978 0.006 0.009 -0.002 0.412
C -5.032 3.827 -5.868 -0.129 0.024 0.078 -0.910
S -4.172 3.322 -4.383 -0.941 1.048 -1.236 1.056
O -2.792 3.084 -4.835 -0.173 -0.046 0.004 -0.697
O -4.283 4.419 -3.442 0.084 -0.121 0.139 -0.626
O -4.883 2.107 -3.956 0.245 0.058 -0.030 -0.691
H -4.571 4.720 -6.283 0.121 0.020 0.097 0.300
H -6.068 4.040 -5.611 -0.002 -0.010 0.076 0.291
H -5.001 3.023 -6.600 0.087 -0.077 0.064 0.267


68
Properties=species:S:1:pos:R:3:forces:R:3:mulliken_charge:R:1 method="wB97M-V/def2-TZVPD" de_lowest_kcal_mol=0.0 largest_force_ev_per_a=2.6 gap_ev="6.1 / 5.5"
Be -15.350 -7.750 -4.772 -0.319 0.324 -0.075 -1.299
S -16.893 -10.239 0.676 0.417 0.371 0.260 -0.353
C -16.234 -9.470 -0.766 -0.076 -0.521 -0.206 0.075
C -15.706 -10.281 -1.847 -0.196 -0.421 0.885 -1.086
C -15.303 -9.702 -2.986 1.116 0.492 -1.533 -0.130
N -15.395 -8.342 -3.223 -0.684 0.873 0.445 0.764
C -15.859 -7.512 -2.151 0.638 -1.278 -0.029 -0.668
C -16.248 -8.061 -0.952 0.425 -0.259 -0.024 -0.507
C -15.432 -10.685 1.647 -0.589 0.066 -1.088 0.623
C -15.534 -10.845 3.013 1.009 -0.304 1.630 -0.401
C -14.410 -11.304 3.740 -0.181 0.344 -2.289 -0.326
N -13.254 -11.574 3.123 -0.235 -0.495 0.846 -0.609
C -13.186 -11.455 1.801 0.110 0.189 0.087 -0.517
C -14.237 -11.000 1.005 0.981 -0.046 0.966 -0.109
H -15.544 -11.359 -1.757 -0.292 0.407 0.217 0.379
H -14.794 -10.283 -3.807 -0.719 0.651 0.922 0.343
H -15.691 -6.440 -2.217 -0.133 -0.132 -0.379 0.530
H -16.452 -7.421 -0.092 -0.170 -0.092 -0.326 0.427
H -16.370 -10.567 3.643 -0.435 -0.032 -0.584 0.362
H -14.471 -11.470 4.797 0.092 0.090 0.418 0.372
H -12.206 -11.747 1.389 -0.569 0.314 -0.103 0.376
H -14.016 -10.822 -0.031 -0.433 -0.087 -0.311 0.227
C -12.584 -5.167 0.783 2.119 1.520 -0.091 -0.865
C -12.735 -4.566 -0.614 0.368 -0.317 0.223 -0.952
Sb -12.154 -5.837 -2.352 -0.612 0.833 -0.171 0.377
C -12.041 -7.879 -1.701 -0.121 -0.364 1.518 0.263
C -11.005 -8.441 -0.687 -1.225 0.171 -0.645 -1.214
C -10.049 -5.372 -2.476 0.631 0.603 0.874 -0.883
C -9.391 -4.999 -1.104 -0.475 0.795 -0.079 -0.820
H -12.992 -4.487 1.551 0.104 -0.327 -0.209 0.383
H -11.475 -5.276 0.971 -1.177 -0.106 0.141 0.141
H -13.044 -6.105 0.843 -0.678 -1.446 0.289 0.256
H -12.159 -3.625 -0.639 -0.259 -0.291 -0.359 0.420
H -13.785 -4.331 -0.750 -0.151 0.165 -0.396 0.495
H -11.862 -8.363 -2.629 0.113 -0.453 -1.094 0.168
H -13.057 -8.219 -1.435 0.204 0.403 0.014 -0.344
H -10.042 -8.451 -1.181 0.483 0.238 0.515 0.315
H -11.266 -9.463 -0.437 -0.012 -0.478 -0.276 0.409
H -11.075 -7.960 0.276 0.578 0.604 0.153 0.265
H -9.843 -4.570 -3.223 -0.436 -0.389 0.607 0.410
H -9.599 -6.251 -2.905 0.291 -0.554 -0.107 0.366
H -9.909 -4.065 -0.739 0.513 -1.004 -0.050 0.191
H -8.335 -4.713 -1.212 -0.157 -0.149 -0.130 0.397
H -9.425 -5.776 -0.304 -0.273 0.443 -0.772 0.154
C -11.644 -8.181 -5.685 1.077 -0.752 -0.972 -0.898
O -12.921 -8.551 -5.224 -0.153 0.579 0.111 -0.291
C -13.998 -7.836 -5.778 0.310 -0.658 0.358 1.111
C -13.755 -7.405 -7.172 -0.710 1.032 -1.214 -0.692
H -11.484 -8.536 -6.763 0.020 0.445 1.441 0.321
H -10.875 -8.628 -5.021 -0.572 -0.110 -0.423 0.289
H -11.449 -7.104 -5.645 -0.347 0.071 -0.051 0.300
H -13.509 -8.245 -7.856 0.073 0.254 0.311 0.285
H -12.963 -6.620 -7.290 -0.443 -0.606 0.081 0.227
H -14.689 -6.946 -7.592 0.707 -0.359 0.439 0.281
C -19.512 -7.364 -6.049 -1.158 0.180 -1.188 -1.105
As -18.286 -7.353 -4.595 0.691 0.170 -0.247 0.919
C -18.753 -6.001 -3.304 0.279 0.879 -0.466 -1.128
C -18.564 -9.009 -3.735 0.199 -0.864 0.861 -0.905
O -16.762 -7.086 -5.291 -0.125 -0.387 0.587 -0.297
H -20.430 -7.998 -5.878 0.611 1.293 0.460 0.367
H -19.107 -7.928 -6.899 0.634 0.411 0.239 0.352
H -19.695 -6.301 -6.392 -0.179 -1.357 0.398 0.340
H -19.792 -5.770 -3.472 -0.404 0.510 -0.448 0.453
H -18.104 -5.082 -3.347 -0.685 -1.093 -0.074 0.317
H -18.785 -6.419 -2.320 0.638 -0.398 0.626 0.363
H -19.500 -8.971 -3.148 0.470 0.187 -0.154 0.425
H -17.693 -9.200 -3.074 -0.726 -0.017 -0.263 0.139
H -18.674 -9.838 -4.439 0.209 0.237 -0.094 0.424


100
Properties=species:S:1:pos:R:3:forces:R:3:mulliken_charge:R:1 method="wB97M-V/def2-TZVPD" de_lowest_kcal_mol=9.7 largest_force_ev_per_a=1.6 gap_ev=6.5 total_charge=+2
Sn 0.934 -0.823 1.788 -0.400 0.262 -1.463 1.499
C -2.615 -7.116 -2.653 -0.021 -0.149 -0.063 -1.520
C -2.362 -5.767 -2.069 0.075 0.215 -0.140 1.039
C -2.431 -5.527 -0.698 0.024 0.133 0.044 -0.970
C -2.220 -4.258 -0.191 0.028 -0.006 0.121 -0.283
C -1.918 -3.223 -1.060 0.164 0.349 -0.045 -0.123
C -1.809 -3.448 -2.428 0.027 0.193 0.133 -0.227
C -2.038 -4.714 -2.925 -0.034 -0.088 0.129 -0.774
S -1.717 -1.530 -0.542 0.019 -1.527 0.345 1.254
O -0.697 -1.647 0.658 0.613 0.338 0.254 -0.524
C -3.303 -1.262 0.260 -0.040 0.261 0.115 1.305
C -4.416 -1.806 -0.406 -0.233 -0.139 -0.174 -1.049
C -5.682 -1.417 -0.075 0.225 0.104 -0.042 -1.356
C -5.889 -0.403 0.881 0.283 0.035 0.095 0.907
C -7.172 0.133 1.107 -0.125 0.143 0.138 -1.067
C -7.352 1.161 1.988 -0.120 -0.227 -0.204 -0.749
C -6.256 1.665 2.707 0.313 0.007 0.159 -0.850
C -5.001 1.152 2.531 -0.159 0.093 0.179 -0.914
C -4.775 0.117 1.594 -0.097 -0.217 -0.245 0.567
C -3.465 -0.351 1.282 0.068 -0.285 -0.310 -0.442
C -2.358 0.171 2.123 0.340 0.357 -0.020 0.772
C -2.231 -0.341 3.457 0.340 0.159 0.118 0.733
C -3.009 -1.423 3.925 -0.086 -0.165 0.142 -1.029
C -2.860 -1.897 5.202 -0.087 -0.007 -0.300 -0.966
C -1.962 -1.292 6.094 0.171 0.301 0.018 -0.712
C -1.207 -0.229 5.682 0.030 -0.186 0.083 -1.194
C -1.293 0.249 4.356 -0.210 0.073 -0.198 0.855
C -0.504 1.342 3.919 -0.127 0.103 -0.150 -1.136
C -0.598 1.777 2.620 0.212 0.018 0.383 -1.251
C -1.521 1.190 1.726 0.190 -0.259 -0.242 1.584
S -1.366 1.837 0.027 -0.612 1.031 1.070 0.967
O -2.134 0.929 -0.837 -0.236 0.140 -0.748 -0.739
C -2.375 3.311 0.322 0.568 -0.116 -0.189 0.030
C -3.750 3.282 0.195 0.003 -0.196 -0.086 -0.593
C -4.465 4.448 0.398 0.133 -0.043 0.017 -1.019
C -3.819 5.641 0.717 0.123 -0.105 0.014 0.885
C -4.594 6.908 0.870 -0.053 0.116 -0.061 -1.558
C -2.430 5.642 0.834 -0.104 -0.042 0.038 -0.967
C -1.705 4.483 0.629 0.030 -0.068 -0.044 -0.052
H -2.851 -7.857 -1.896 0.004 -0.048 0.050 0.362
H -1.735 -7.443 -3.205 0.022 -0.118 -0.023 0.367
H -3.441 -7.070 -3.362 -0.039 -0.032 -0.016 0.355
H -2.662 -6.338 -0.025 -0.038 -0.089 0.062 0.360
H -2.287 -4.063 0.868 -0.061 -0.031 0.161 0.514
H -1.561 -2.626 -3.083 0.010 0.069 -0.146 0.503
H -1.970 -4.899 -3.987 0.013 0.008 -0.105 0.432
H -4.270 -2.531 -1.190 -0.023 -0.071 -0.070 0.554
H -6.538 -1.842 -0.576 -0.029 -0.068 -0.099 0.427
H -8.001 -0.275 0.550 -0.150 -0.023 -0.051 0.484
H -8.332 1.588 2.137 -0.079 0.005 0.020 0.453
H -6.414 2.466 3.413 0.022 0.101 0.071 0.502
H -4.172 1.556 3.094 0.009 0.069 0.020 0.441
H -3.737 -1.873 3.266 -0.028 -0.081 -0.062 0.553
H -3.440 -2.743 5.539 -0.125 -0.038 -0.019 0.476
H -1.888 -1.653 7.108 0.033 -0.030 0.074 0.447
H -0.531 0.266 6.362 0.101 0.016 0.104 0.516
H 0.126 1.857 4.634 0.093 -0.067 -0.059 0.492
H -0.051 2.649 2.281 0.187 -0.035 0.046 0.302
H -4.239 2.361 -0.084 -0.123 -0.090 -0.038 0.689
H -5.540 4.433 0.296 -0.120 0.017 -0.008 0.449
H -5.600 6.717 1.229 -0.094 -0.005 0.061 0.390
H -4.682 7.394 -0.102 -0.022 0.097 -0.020 0.312
H -4.101 7.599 1.548 0.008 0.055 0.031 0.395
H -1.914 6.562 1.072 0.028 0.095 0.017 0.440
H -0.626 4.481 0.680 0.110 0.100 0.002 0.302
O 2.139 -0.117 0.070 -0.872 -0.523 0.902 0.168
P 3.113 0.555 -0.921 -0.051 0.105 0.137 0.638
C 2.778 2.328 -0.903 0.228 -0.519 -0.203 0.339
C 2.960 3.094 -2.048 -0.032 -0.060 0.020 -0.303
C 2.702 4.452 -2.007 0.021 0.125 -0.038 -0.863
C 2.280 5.046 -0.828 0.014 -0.043 -0.011 -0.553
C 2.128 4.284 0.321 0.030 -0.014 0.074 -0.703
C 2.376 2.924 0.286 -0.016 -0.186 0.205 -0.159
C 4.804 0.260 -0.368 -0.521 0.181 -0.265 0.131
C 5.782 1.239 -0.505 -0.053 0.041 -0.014 -0.138
C 7.076 0.970 -0.095 0.103 0.018 -0.028 -0.704
C 7.397 -0.266 0.441 -0.088 0.039 -0.014 -0.526
C 6.416 -1.237 0.586 -0.003 -0.079 0.013 -0.787
C 5.119 -0.977 0.185 -0.139 -0.156 0.016 -0.429
C 2.853 -0.100 -2.583 0.296 0.263 0.531 0.196
C 1.562 -0.356 -3.033 -0.046 0.019 0.075 -0.144
C 1.372 -0.802 -4.329 -0.117 0.039 0.031 -0.658
C 2.458 -0.991 -5.172 0.090 0.007 0.063 -0.613
C 3.742 -0.736 -4.718 0.004 0.018 -0.109 -0.742
C 3.944 -0.286 -3.426 0.022 0.011 0.098 -0.340
H 3.302 2.629 -2.961 -0.038 -0.018 -0.138 0.496
H 2.839 5.052 -2.892 0.003 0.066 -0.127 0.463
H 2.080 6.107 -0.800 0.004 0.083 -0.004 0.463
H 1.839 4.759 1.245 -0.057 0.055 0.138 0.529
H 2.268 2.309 1.178 -0.001 0.195 -0.071 0.266
H 5.530 2.207 -0.915 0.019 0.068 -0.033 0.416
H 7.839 1.724 -0.199 0.089 0.116 -0.010 0.446
H 8.409 -0.474 0.754 0.072 -0.010 0.017 0.417
H 6.670 -2.198 1.004 0.006 -0.118 0.071 0.431
H 4.341 -1.725 0.303 0.134 -0.023 -0.046 0.405
H 0.718 -0.203 -2.372 -0.091 0.012 -0.013 0.232
H 0.374 -0.986 -4.693 -0.129 -0.040 -0.028 0.483
H 2.305 -1.335 -6.184 -0.031 -0.026 -0.062 0.412
H 4.586 -0.879 -5.375 0.099 -0.029 -0.062 0.443
H 4.944 -0.080 -3.070 0.110 -0.026 0.006 0.439


11
Properties=species:S:1:pos:R:3:forces:R:3:mulliken_charge:R:1 method="wB97M-V/def2-TZVPD" de_lowest_kcal_mol=93.0 largest_force_ev_per_a=0.9 gap_ev=11.1
C -1.610 -0.459 0.103 -0.170 -0.060 0.021 -0.801
N -0.356 0.223 0.296 -0.103 0.202 0.455 -0.063
C 0.183 1.363 -0.068 0.074 0.366 0.102 0.732
O 0.293 2.537 0.063 -0.027 -0.788 -0.368 -0.483
N 0.743 0.162 -0.725 0.178 0.061 -0.015 -0.343
C 1.883 -0.468 -0.112 0.141 -0.032 0.460 0.087
O 1.933 -0.811 1.036 0.019 -0.018 -0.621 -0.430
H -1.900 -0.528 -0.951 0.109 0.109 0.107 0.342
H -1.493 -1.457 0.527 -0.167 0.087 -0.096 0.283
H -2.360 0.092 0.673 -0.006 -0.116 -0.094 0.317
H 2.686 -0.654 -0.842 -0.049 0.188 0.050 0.359


Number 1: electronic energy -125441.080 eV. Number 2: electronic energy -109114.968 eV. Number 3: electronic energy -97511.167 eV. Number 4: electronic energy -10248.232 eV.